--- i ---
Computed, not measured: C5H7N2 as an isolated structure, with the ωB97M-V functional and the def2-TZVPD basis.

Output
* molar mass: 95.1 Da
* charge: +1
* LUMO energy: -5.701 eV
* HOMO-LUMO gap: 9.435 eV
* highest occupied orbital energy: -15.1 eV

Geometry as XYZ:
```
14
C5H7N2 the ωB97M-V functional and the def2-TZVPD basis
N -0.518 -0.438 0.298
N -0.962 1.490 -0.017
C -1.770 0.403 0.065
C 1.541 0.988 -0.099
C -2.687 -0.520 0.241
C -0.166 -1.801 0.128
C 0.140 0.693 0.090
H -1.077 2.468 -0.274
H 0.076 -1.992 -0.989
H 2.297 0.610 0.556
H 0.618 -2.254 0.731
H -0.947 -2.649 0.225
H 1.809 0.906 -1.152
H 1.646 2.098 0.197
```

=====

--- ii ---
Computed, not measured: an isolated ion of composition C5H7N2 and charge +1, with the ωB97M-V functional and the def2-TZVPD basis.

Output
* molar mass: 95.1 Da
* charge: +1
* LUMO energy: -4.536 eV
* HOMO-LUMO gap: 9.595 eV
* highest occupied orbital energy: -14.1 eV

Geometry as XYZ:
```
14
C5H7N2 the ωB97M-V functional and the def2-TZVPD basis
N 0.472 1.813 -0.351
N -0.068 -1.756 0.521
C 0.341 -0.664 0.295
C -0.685 -2.863 1.066
C 0.710 1.784 0.882
C -0.213 2.474 -1.342
C 1.050 0.492 0.070
H -0.750 3.282 -0.962
H -1.142 -2.545 1.987
H -0.928 1.764 -1.822
H -0.085 -3.643 1.604
H 2.118 0.387 -0.201
H -1.381 -3.319 0.343
H 0.562 2.795 -2.089
```

=====

--- iii ---
Computed, not measured: an isolated ion of composition C5H7N2 and charge +1, with the ωB97M-V functional and the def2-TZVPD basis.

Output
* molar mass: 95.1 Da
* charge: +1
* LUMO energy: -6.123 eV
* HOMO-LUMO gap: 8.599 eV
* structure (SMILES): CC1=CC(=[NH2+])N=C1
* highest occupied orbital energy: -14.7 eV

Geometry as XYZ:
```
14
C5H7N2 the ωB97M-V functional and the def2-TZVPD basis
N 1.480 -0.606 -0.561
N 0.227 -2.558 -1.117
C -0.934 -0.317 0.074
C 1.213 0.471 0.079
C -0.235 0.762 0.393
C -0.551 2.124 0.858
C 0.407 -1.358 -0.702
H -0.557 -3.173 -0.926
H -0.064 2.912 0.334
H -0.339 2.217 1.876
H -1.545 2.250 0.733
H -1.913 -0.825 0.165
H 1.863 1.187 0.451
H 0.949 -3.087 -1.658
```

=====

Ordering by calculated energy gives the sequence iii, ii, i, with the first entry being the most stable.

=====

--- i ---
Computed, not measured: C5H7N2 as an isolated structure, with the ωB97M-V functional and the def2-TZVPD basis.

Output
* molar mass: 95.1 Da
* charge: +1
* LUMO energy (spin up / spin down): -6.271 / -6.271 eV
* HOMO-LUMO gap (spin up / spin down): 7.725 / 7.724 eV
* highest occupied orbital energy (spin up / spin down): -14.0 / -14.0 eV

Geometry as XYZ:
```
14
C5H7N2 the ωB97M-V functional and the def2-TZVPD basis
N 0.877 -0.992 0.217
N 1.649 1.060 -0.049
C -1.887 0.789 -0.167
C -0.477 -0.576 0.504
C -1.512 -0.473 -0.637
C 1.770 -0.182 -0.216
C -0.752 0.816 0.681
H -1.632 -1.090 -1.447
H 2.628 -0.789 -0.744
H 1.077 -2.036 0.130
H -2.668 1.546 -0.491
H -0.322 1.315 1.454
H 2.075 1.689 -0.672
H -0.825 -1.076 1.435
```

=====

--- ii ---
Computed, not measured: a 2-piece molecular cluster, C5H7N2 overall, with the ωB97M-V functional and the def2-TZVPD basis.

Output
* molar mass: 95.1 Da
* charge: +1
* LUMO energy (spin up / spin down): -6.534 / -6.553 eV
* HOMO-LUMO gap (spin up / spin down): 5.939 / 5.851 eV
* highest occupied orbital energy (spin up / spin down): -12.5 / -12.4 eV

Geometry as XYZ:
```
14
C5H7N2 the ωB97M-V functional and the def2-TZVPD basis
N -0.189 -0.595 -0.195
N 1.826 -0.222 0.502
C -1.406 2.002 0.828
C 1.909 -1.362 -0.167
C -1.409 -0.362 -0.559
C 0.618 0.381 0.522
C 0.647 -1.651 -0.607
H 2.610 0.159 0.921
H 2.786 -1.879 -0.387
H 0.368 -2.506 -1.091
H -1.821 0.450 -0.026
H -2.050 1.765 1.760
H -0.449 2.429 0.823
H -1.924 -1.150 -1.050
```

=====

--- iii ---
Computed, not measured: an isolated ion of composition C5H7N2 and charge +1, with the ωB97M-V functional and the def2-TZVPD basis.

Output
* molar mass: 95.1 Da
* charge: +1
* LUMO energy: -4.153 eV
* HOMO-LUMO gap: 9.857 eV
* structure (SMILES): [NH+]#CNC=C1CC1
* highest occupied orbital energy: -14.0 eV

Geometry as XYZ:
```
14
C5H7N2 the ωB97M-V functional and the def2-TZVPD basis
N 1.190 -1.376 0.255
N 0.612 -1.965 -2.024
C -1.002 1.024 -0.424
C -0.097 0.635 0.660
C 0.800 -1.714 -0.893
C -0.899 1.837 0.849
C 0.800 -0.236 1.054
H -0.567 1.417 -1.331
H -1.721 1.788 1.550
H -0.010 -2.457 -2.639
H 1.330 -0.205 1.993
H 1.870 -1.985 0.711
H -1.894 0.439 -0.589
H -0.412 2.799 0.826
```

=====

Ordering by calculated energy gives the sequence iii, i, ii, with the first entry being the most stable.

=====

--- i ---
Computed, not measured: the molecule C24H31N3O3, with the ωB97M-V functional and the def2-TZVPD basis.

Output
* molar mass: 409.5 Da
* charge: 0
* LUMO energy: 0.563 eV
* HOMO-LUMO gap: 8.195 eV
* structure (SMILES): COc1cc(OC)cc(C(=O)N2CCC(N3CCN(c4ccccc4)CC3)CC2)c1
* highest occupied orbital energy: -7.6 eV

Geometry as XYZ:
```
61
C24H31N3O3 the ωB97M-V functional and the def2-TZVPD basis
O -3.026 -1.662 -2.322
O -4.561 3.315 -0.022
O -7.575 -0.220 0.277
N 4.500 0.667 1.033
N 1.848 -0.404 1.084
N -2.003 -1.543 -0.317
C 6.324 0.985 -2.179
C 3.329 1.488 0.830
C 5.315 1.088 -1.239
C -0.605 -0.246 1.199
C -3.304 3.872 -0.320
C 4.153 -0.467 1.863
C 7.658 -0.236 -0.629
C 2.179 0.696 0.197
C -3.733 1.088 -0.574
C 0.604 -1.104 0.807
C 6.661 -0.130 0.318
C -6.297 0.136 -0.018
C -4.028 -0.263 -0.687
C -4.730 1.973 -0.174
C 3.003 -1.267 1.236
C -6.002 1.489 0.110
C 7.499 0.318 -1.889
C -2.982 -1.213 -1.191
C 5.456 0.527 0.035
C -7.950 -1.568 0.119
C -5.300 -0.748 -0.423
C -1.887 -1.065 1.039
C -0.898 -2.372 -0.745
C 0.414 -1.596 -0.638
H 0.378 -0.744 -1.319
H -7.389 -2.223 0.793
H -7.813 -1.904 -0.914
H 2.742 -2.099 1.894
H 3.003 1.833 1.818
H 3.583 2.362 0.231
H -6.773 2.174 0.420
H -0.498 0.089 2.230
H -2.738 1.430 -0.814
H 1.311 1.347 0.083
H 4.410 1.606 -1.516
H 8.575 -0.749 -0.376
H 0.606 -1.983 1.466
H 3.832 -0.090 2.839
H -3.409 4.942 -0.153
H 8.281 0.234 -2.628
H -1.094 -2.671 -1.777
H -0.856 -3.268 -0.114
H 6.179 1.426 -3.155
H 2.491 0.340 -0.800
H -9.007 -1.610 0.374
H 3.348 -1.678 0.269
H -5.489 -1.802 -0.544
H -2.523 3.480 0.341
H 6.830 -0.544 1.300
H 1.243 -2.241 -0.932
H -2.763 -0.468 1.294
H -1.850 -1.932 1.712
H -3.021 3.695 -1.363
H 5.012 -1.121 2.003
H -0.667 0.633 0.557
```

=====

--- ii ---
Computed, not measured: the molecule C24H31N3O3, with the ωB97M-V functional and the def2-TZVPD basis.

Output
* molar mass: 409.5 Da
* charge: 0
* LUMO energy: 0.716 eV
* HOMO-LUMO gap: 9.206 eV
* structure (SMILES): CCc1cccc(C)c1N(C(=O)Cn1c(COC)nc2ccccc21)[C@H](C)COC
* highest occupied orbital energy: -8.5 eV

Geometry as XYZ:
```
61
C24H31N3O3 the ωB97M-V functional and the def2-TZVPD basis
O 3.071 -1.668 0.042
O -2.101 1.691 -2.151
O -1.564 -2.363 1.677
N 0.072 -1.427 0.446
N -1.966 3.107 0.957
N -1.980 0.873 0.924
C -1.501 2.650 2.163
C 1.254 0.569 -0.324
C -1.182 0.511 3.303
C -0.698 2.625 4.391
C 0.816 -0.197 -2.962
C -1.207 2.709 -2.534
C -2.191 -0.448 0.393
C -2.254 2.043 0.264
C -2.927 2.074 -1.071
C 4.081 -1.736 -0.927
C 1.786 1.303 -1.377
C 0.502 -0.570 -0.612
C -1.070 3.353 3.282
C -1.196 -1.495 0.905
C 1.546 1.012 1.074
C 1.593 0.911 -2.687
C -1.767 -1.727 -3.225
C 0.972 -2.501 0.899
C -1.532 1.235 2.172
C -0.617 -2.126 -2.295
C 2.148 -2.727 -0.049
C 1.473 -2.256 2.322
C 0.247 -0.943 -1.939
C -0.764 1.230 4.404
H 0.934 0.489 1.801
H 2.594 0.822 1.301
H 1.795 -2.832 -1.084
H 4.732 -0.882 -0.759
H -2.501 -2.527 -3.277
H 2.637 -3.674 0.235
H 0.634 -2.059 2.982
H 2.043 1.472 -3.493
H -1.754 3.602 -2.857
H 4.661 -2.663 -0.835
H -1.405 -1.534 -4.232
H -3.768 1.372 -1.072
H 1.988 -3.145 2.676
H 2.377 2.179 -1.156
H -3.186 -0.813 0.683
H -0.538 2.981 -1.712
H -0.487 0.700 5.304
H -1.025 -2.584 -1.392
H 2.164 -1.421 2.341
H -3.310 3.091 -1.225
H -2.130 -0.384 -0.695
H -2.255 -0.821 -2.871
H 3.662 -1.680 -1.940
H -0.626 2.313 -3.363
H 1.366 2.082 1.175
H 0.656 -0.499 -3.987
H -0.008 -2.885 -2.798
H 0.365 -3.417 0.905
H -0.361 3.139 5.278
H -1.254 -0.564 3.333
H -1.043 4.431 3.272
```

=====

Ordering by calculated energy gives the sequence ii, i, with the first entry being the most stable.

=====

--- i ---
Computed, not measured: a 4-piece molecular cluster, C16H24O12 overall, with the ωB97M-V functional and the def2-TZVPD basis.

Output
* molar mass: 408.4 Da
* charge: 0
* LUMO energy: 0.074 eV
* HOMO-LUMO gap: 10.196 eV
* structure (SMILES): C[C@H]1COC(=O)O1.C[C@H]1COC(=O)O1.C[C@H]1COC(=O)O1.C[C@H]1COC(=O)O1
* highest occupied orbital energy: -10.1 eV

Geometry as XYZ:
```
52
C16H24O12 the ωB97M-V functional and the def2-TZVPD basis
O 33.466 38.226 13.282
O 37.655 35.601 10.700
O 36.933 36.879 17.333
O 36.383 34.478 12.189
O 35.890 36.312 15.406
O 31.304 38.935 13.391
O 38.492 34.146 12.144
O 40.357 39.397 13.794
O 39.027 40.884 12.767
O 34.731 36.225 17.427
O 38.487 38.784 12.962
O 32.776 39.724 11.894
C 36.666 33.493 13.274
C 34.553 38.441 12.413
C 36.843 38.203 19.597
C 34.673 37.218 11.597
C 36.564 36.898 18.758
C 38.081 33.094 13.040
C 40.062 37.785 15.741
C 39.089 33.183 14.179
C 35.879 36.470 16.619
C 39.325 39.716 13.117
C 34.191 39.799 11.771
C 40.303 38.128 14.275
C 39.114 37.598 13.384
C 37.481 34.795 11.562
C 32.463 38.976 12.969
C 35.115 36.554 18.789
H 34.720 36.405 12.374
H 40.161 33.267 13.995
H 35.667 38.499 13.046
H 38.838 32.527 15.052
H 35.426 37.352 10.893
H 36.408 39.088 19.235
H 38.346 36.966 13.850
H 36.758 33.961 14.131
H 34.499 39.921 10.667
H 39.009 37.933 16.092
H 36.476 38.388 20.527
H 38.005 38.486 19.465
H 37.049 36.101 19.093
H 36.012 32.683 13.255
H 39.354 37.054 12.471
H 34.362 37.410 19.075
H 34.396 40.609 12.589
H 38.990 34.157 14.634
H 40.777 38.376 16.370
H 40.521 36.801 15.922
H 41.174 37.613 13.826
H 38.141 32.208 12.336
H 33.760 37.007 11.159
H 35.075 35.780 19.419
```

=====

--- ii ---
Computed, not measured: a 4-piece molecular cluster, C16H24O12 overall, with the ωB97M-V functional and the def2-TZVPD basis.

Output
* molar mass: 408.4 Da
* charge: 0
* LUMO energy: 0.050 eV
* HOMO-LUMO gap: 10.567 eV
* structure (SMILES): C[C@H]1COC(=O)O1.C[C@H]1COC(=O)O1.C[C@H]1COC(=O)O1.C[C@H]1COC(=O)O1
* highest occupied orbital energy: -10.5 eV

Geometry as XYZ:
```
52
C16H24O12 the ωB97M-V functional and the def2-TZVPD basis
O -3.349 -2.101 -1.290
O 5.219 -2.016 3.329
O -3.780 -3.987 0.076
O -0.742 1.807 1.821
O 6.680 -1.988 1.605
O -5.084 -2.158 0.023
O 0.791 -2.520 -0.507
O -1.211 3.909 1.024
O 4.551 -1.244 1.261
O 2.313 -0.923 -0.977
O 2.583 -3.136 -1.671
O -2.537 2.289 0.467
C -2.997 3.395 -0.261
C 7.349 -2.591 -0.818
C -0.494 -1.546 1.221
C -2.321 4.532 0.463
C 6.663 -1.590 0.197
C 5.087 -1.386 -0.033
C -1.411 2.601 1.155
C 5.486 -1.666 2.219
C 1.940 -2.288 -1.100
C -1.877 5.661 -0.507
C 1.156 -0.218 -0.317
C 0.088 -1.312 -0.213
C -5.490 0.213 0.452
C -3.635 -0.802 -1.203
C -3.966 -2.852 -0.336
C -5.016 -0.856 -0.627
H -1.353 -0.874 1.231
H 1.299 0.294 0.634
H 0.777 0.480 -1.064
H -3.080 4.966 1.116
H -2.906 -0.303 -0.565
H -4.917 0.153 1.377
H -2.539 3.352 -1.249
H -6.519 -0.075 0.665
H 4.882 -0.430 -0.515
H 0.180 -1.607 2.075
H -0.692 -1.055 -0.930
H 7.027 -0.567 0.105
H -1.551 5.259 -1.466
H 7.182 -2.169 -1.809
H -3.840 -0.347 -2.172
H -5.485 1.286 0.261
H 4.640 -2.258 -0.511
H -1.089 6.262 -0.052
H -5.714 -0.993 -1.453
H -2.658 6.388 -0.728
H -1.065 -2.462 1.072
H 7.124 -3.644 -0.647
H 8.358 -2.491 -0.419
H -4.056 3.605 -0.408
```

=====

Ordering by calculated energy gives the sequence ii, i, with the first entry being the most stable.